A:
Molecular formula: H5NP2S2
Method: DFT, ωB97M-V/def2-TZVPD

```
10
Properties=species:S:1:pos:R:3:lowdin_charge:R:1
N -0.463 0.297 -0.020 -0.28
P 1.260 -2.656 1.134 0.21
P 0.954 0.160 0.684 0.04
S 2.295 -1.133 -0.166 0.17
S -0.274 -1.430 1.931 0.06
H -1.241 -0.146 0.375 -0.05
H 1.979 -2.054 2.253 -0.16
H 1.592 1.302 -0.055 -0.02
H 1.317 0.673 1.890 -0.04
H -0.440 0.582 -1.016 0.09
```

Its spin multiplicity is 1. Its HOMO energy is -8.3 eV. The calculation puts the frontier orbital gap at 8.248 eV.

---

B:
Molecular formula: H5NP2S2
Method: DFT, ωB97M-V/def2-TZVPD

```
10
Properties=species:S:1:pos:R:3:lowdin_charge:R:1
N -0.253 0.712 0.723 -0.50
P -0.901 -0.706 1.239 0.33
P 1.749 0.311 -0.437 0.34
S 2.436 -1.418 0.022 0.13
S -1.543 -1.493 -0.592 0.29
H 0.011 1.359 1.458 -0.03
H 0.228 -1.568 1.296 -0.19
H 1.351 0.542 -1.747 -0.07
H 2.510 1.435 -0.127 -0.08
H -2.782 -1.014 -0.476 -0.22
```

Its spin multiplicity is 1. Its HOMO energy is -8.8 eV. The calculation puts the frontier orbital gap at 8.105 eV.

---

Top of the stability list: A, leading by 31.1 kJ/mol.

---

A:
Molecular formula: C15H18O2
Method: DFT, ωB97M-V/def2-TZVPD

```
35
Properties=species:S:1:pos:R:3:lowdin_charge:R:1
C 1.321 1.875 2.830 -0.11
C 0.702 0.977 1.790 -0.24
C -0.243 1.679 0.879 -0.25
C 0.382 2.253 -0.237 0.01
C -0.544 2.867 -1.206 0.01
C -1.912 2.767 -1.052 -0.34
O -2.538 3.250 -2.196 0.01
C -2.441 2.227 0.095 -0.03
C -1.650 1.626 1.040 -0.04
H 1.974 1.281 3.482 0.08
H 0.726 2.402 3.520 0.06
H 2.020 2.540 2.335 0.07
H 1.457 0.420 1.177 0.12
H 0.214 0.242 2.450 0.11
H 1.348 1.903 -0.476 0.09
H -0.256 3.326 -2.156 0.12
H -2.971 2.534 -2.672 0.11
H -3.510 2.235 0.410 0.13
H -2.129 1.088 1.820 0.10
C 3.595 -2.414 -0.360 -0.09
C 2.135 -2.782 -0.388 -0.32
C 1.522 -1.832 -1.223 -0.09
C 0.176 -1.618 -1.210 0.00
C -0.595 -2.393 -0.259 -0.29
O -1.910 -1.940 -0.131 0.04
C 0.016 -3.326 0.568 -0.02
C 1.415 -3.571 0.444 -0.04
H 4.313 -2.970 0.283 0.07
H 3.799 -1.283 -0.132 0.10
H 3.991 -2.504 -1.449 0.10
H 2.157 -1.111 -1.827 0.13
H -0.321 -0.815 -1.774 0.12
H -1.933 -1.872 0.784 0.05
H -0.491 -3.639 1.467 0.11
H 1.928 -4.265 1.104 0.11
```

Its spin multiplicity is 1. Its HOMO energy is -8.6 eV. The calculation puts the frontier orbital gap at 9.250 eV. Its SMILES is CCc1ccc(O)cc1.Cc1ccc(O)cc1.

---

B:
Molecular formula: C15H18O2
Method: DFT, ωB97M-V/def2-TZVPD

```
35
Properties=species:S:1:pos:R:3:lowdin_charge:R:1
C -2.819 -0.487 2.917 -0.09
C -1.489 -0.632 2.167 -0.22
C -1.600 -0.279 0.708 -0.27
C -2.021 -1.218 -0.229 -0.05
C -2.128 -0.897 -1.573 -0.03
C -1.818 0.388 -2.007 -0.34
O -1.894 0.751 -3.321 0.05
C -1.403 1.342 -1.090 -0.02
C -1.303 0.999 0.248 -0.03
H -3.573 -1.140 2.476 0.07
H -3.157 0.548 2.875 0.08
H -2.696 -0.765 3.963 0.07
H -0.735 0.003 2.636 0.11
H -1.132 -1.661 2.261 0.10
H -2.249 -2.225 0.101 0.12
H -2.449 -1.649 -2.287 0.11
H -2.204 0.009 -3.847 0.10
H -1.172 2.339 -1.447 0.12
H -0.951 1.743 0.952 0.12
C 2.398 1.467 -2.459 -0.05
C 2.370 0.695 -1.161 -0.28
C 1.573 -0.435 -1.026 -0.05
C 1.534 -1.147 0.163 -0.03
C 2.291 -0.726 1.243 -0.33
O 2.267 -1.375 2.451 0.04
C 3.096 0.395 1.129 -0.02
C 3.130 1.096 -0.067 -0.04
H 2.644 2.516 -2.273 0.08
H 1.418 1.431 -2.936 0.07
H 3.137 1.074 -3.161 0.08
H 0.967 -0.742 -1.870 0.11
H 0.869 -2.000 0.225 0.11
H 1.662 -2.124 2.392 0.10
H 3.674 0.732 1.979 0.12
H 3.767 1.973 -0.134 0.11
```

Its spin multiplicity is 1. Its HOMO energy is -8.2 eV. The calculation puts the frontier orbital gap at 8.903 eV. Its SMILES is CCc1ccc(O)cc1.Cc1ccc(O)cc1.

---

Top of the stability list: B, leading by 256.4 kJ/mol.

---

A:
Molecular formula: C8H14N4O5
Method: DFT, ωB97M-V/def2-TZVPD

```
31
Properties=species:S:1:pos:R:3:lowdin_charge:R:1
N 2.515 -3.018 -1.283 0.14
C 1.630 -1.897 -1.010 -0.42
O 1.917 -1.078 -0.163 0.08
C 0.549 -1.695 -2.121 -0.03
C -0.655 -0.999 -1.469 -0.18
N -0.354 0.120 -0.526 0.10
C -0.026 1.389 -0.950 -0.43
O -0.345 1.865 -1.991 0.09
C 0.506 2.272 0.280 -0.30
N 1.039 3.440 -0.330 0.06
C -0.650 2.436 1.258 -0.06
C -0.604 1.572 2.518 -0.52
N -1.157 2.044 3.636 0.15
O -0.138 0.436 2.442 0.04
C -1.287 -2.101 -0.678 -0.40
O -1.787 -3.123 -1.007 0.13
O -1.319 -1.818 0.774 0.01
H 3.278 -3.000 -0.632 0.08
H 2.318 -3.943 -1.581 0.08
H 0.401 -2.596 -2.714 0.13
H 0.993 -1.055 -2.839 0.12
H -1.307 -0.698 -2.265 0.16
H 0.113 -0.254 0.347 0.11
H 1.317 1.685 0.683 0.13
H 1.080 4.190 0.325 0.07
H 0.500 3.653 -1.140 0.06
H -1.572 2.333 0.762 0.12
H -0.675 3.414 1.635 0.09
H -1.514 3.010 3.724 0.12
H -0.877 1.591 4.532 0.14
H -1.769 -2.560 1.264 0.13
```

Its spin multiplicity is 1. Its HOMO energy is -9.1 eV. The calculation puts the frontier orbital gap at 9.748 eV. Its SMILES is NC(=O)C[C@H](NC(=O)[C@@H](N)CC(N)=O)C(=O)O.

---

B:
Molecular formula: C8H14N4O5
Method: DFT, ωB97M-V/def2-TZVPD

```
31
Properties=species:S:1:pos:R:3:lowdin_charge:R:1
N -4.301 -1.488 -1.141 0.15
C -4.303 -0.516 -0.064 -0.45
O -5.142 0.293 0.160 0.11
C -2.947 -0.493 0.717 -0.09
C -1.691 0.016 0.183 -0.23
N -0.525 -0.314 1.017 0.11
C 0.797 -0.586 0.797 -0.48
O 1.582 -1.119 1.524 0.08
C 1.345 -0.067 -0.506 -0.23
N 1.643 1.411 -0.230 0.06
C 2.675 -0.902 -0.892 -0.03
C 3.977 -0.181 -0.229 -0.54
N 3.959 0.055 1.089 0.12
O 4.907 0.184 -0.926 0.03
C -1.520 1.634 0.140 -0.50
O -2.024 2.299 0.905 0.20
O -0.615 1.987 -0.843 0.04
H -3.460 -1.553 -1.614 0.05
H -5.003 -1.209 -1.785 0.08
H -2.625 -1.491 0.821 0.10
H -3.237 -0.202 1.752 0.15
H -1.276 -0.231 -0.938 0.19
H -0.849 -0.618 2.019 0.20
H 0.752 0.074 -1.470 0.14
H 2.199 1.706 -0.967 0.06
H 2.179 1.545 0.595 0.06
H 2.610 -1.982 -0.840 0.10
H 2.837 -0.818 -2.023 0.12
H 4.793 0.564 1.402 0.12
H 3.573 -0.749 1.682 0.14
H -0.307 2.752 -0.335 0.11
```

Its spin multiplicity is 1. Its HOMO energy is -9.6 eV. The calculation puts the frontier orbital gap at 9.957 eV. Its SMILES is NC(=O)C[C@H](NC(=O)[C@@H](N)CC(N)=O)C(=O)O.

---

C:
Molecular formula: C8H14N4O5
Method: DFT, ωB97M-V/def2-TZVPD

```
31
Properties=species:S:1:pos:R:3:lowdin_charge:R:1
N 1.418 -2.803 -1.712 0.18
C 2.077 -2.902 -0.529 -0.55
O 3.205 -3.341 -0.455 0.04
C 1.322 -2.559 0.744 -0.04
C 0.054 -1.693 0.590 -0.20
N 0.333 -0.358 0.124 0.14
C -0.153 0.087 -1.059 -0.42
O -0.647 -0.649 -1.906 0.03
C -0.070 1.612 -1.283 -0.30
N -0.365 1.972 -2.655 0.05
C -1.051 2.337 -0.340 -0.06
C -0.467 2.641 1.034 -0.52
N -1.167 3.568 1.741 0.15
O 0.541 2.109 1.488 0.03
C -0.732 -1.666 1.907 -0.46
O -0.726 -2.556 2.725 0.12
O -1.484 -0.556 2.025 0.10
H 1.985 -2.995 -2.526 0.11
H 0.573 -2.223 -1.837 0.07
H 2.041 -2.053 1.411 0.14
H 1.059 -3.484 1.224 0.12
H -0.618 -2.172 -0.125 0.16
H 0.643 0.335 0.777 0.11
H 0.963 1.940 -1.015 0.16
H -1.131 1.394 -3.004 0.08
H 0.402 1.707 -3.231 0.07
H -1.979 1.730 -0.185 0.15
H -1.346 3.266 -0.834 0.12
H -1.928 4.105 1.346 0.11
H -0.775 3.840 2.675 0.14
H -1.978 -0.631 2.887 0.16
```

Its spin multiplicity is 1. Its HOMO energy is -9.5 eV. The calculation puts the frontier orbital gap at 9.811 eV. Its SMILES is NC(=O)C[C@H](NC(=O)[C@@H](N)CC(N)=O)C(=O)O.

---

Top of the stability list: C, leading by 196.8 kJ/mol.